No. 1
{"formula": "C5H11N3O", "method": "wB97M-V/def2-TZVPD", "elements": ["O", "N", "N", "N", "C", "C", "C", "C", "C", "H", "H", "H", "H", "H", "H", "H", "H", "H", "H", "H"], "positions_angstrom": [[2.904, 0.848, 0.032], [-0.579, 0.243, -0.120], [2.379, -1.519, 0.366], [-2.467, -1.345, 1.604], [0.409, -0.347, -0.613], [1.129, -1.466, 0.086], [-2.465, 2.214, -1.465], [3.383, -0.499, 0.123], [-2.214, 1.691, -0.266], [0.572, -2.388, 0.128], [-1.800, 2.138, -2.297], [4.026, -0.546, 0.964], [2.642, 1.138, 0.906], [0.997, -0.141, -1.545], [-2.813, -1.141, 0.605], [-3.446, 2.403, -1.681], [-2.608, 1.530, 0.669], [-2.255, -0.402, 2.042], [-1.465, -1.602, 1.416], [3.671, -0.808, -0.953]], "e_above_lowest_kcal_mol": 178.3, "e_homo_ev": [-8.54, -7.89], "charge": 0, "lumo_ev": [0.336, -0.461], "total_energy_ev": -11874.0378}

No. 2
{"formula": "C3H7NOP", "method": "wB97M-V/def2-TZVPD", "elements": ["P", "O", "N", "C", "C", "C", "H", "H", "H", "H", "H", "H", "H"], "positions_angstrom": [[1.985, -0.482, -0.488], [2.327, 0.424, 0.587], [-0.270, 2.180, -0.568], [-1.090, 1.333, -0.188], [-1.077, -0.152, 0.043], [0.320, -0.957, 0.267], [0.048, -1.845, -0.323], [0.427, 2.115, -1.328], [-1.683, -0.793, -0.655], [2.357, -2.098, -0.124], [-2.070, 1.673, 0.357], [0.340, -1.099, 1.298], [-1.612, -0.298, 1.123]], "smiles": "[H]/N=C\\CCP[O-]", "e_above_lowest_kcal_mol": 31.6, "e_homo_ev": -2.59, "charge": -1, "lumo_ev": 4.150, "total_energy_ev": -16048.8652}

No. 3
{"formula": "C4H12OS", "method": "wB97M-V/def2-TZVPD", "elements": ["S", "O", "C", "C", "C", "C", "H", "H", "H", "H", "H", "H", "H", "H", "H", "H", "H", "H"], "positions_angstrom": [[-1.012, 0.159, -0.671], [0.143, -2.866, -0.340], [-0.855, -0.084, -2.419], [0.619, 0.698, -0.203], [0.625, 1.424, 1.139], [0.027, 0.595, 2.294], [1.122, -0.274, -0.135], [1.661, 1.676, 1.334], [-0.172, -0.905, -2.657], [0.572, 0.791, 3.209], [-0.607, -2.798, -0.943], [-0.279, -2.877, 0.537], [-1.034, 0.796, 2.408], [1.112, 1.237, -1.017], [0.236, -0.464, 2.117], [-1.827, -0.329, -2.818], [-0.449, 0.844, -2.838], [0.117, 2.375, 1.005]], "e_above_lowest_kcal_mol": 0.0, "e_homo_ev": [-15.61, -15.66], "charge": 1, "lumo_ev": [-3.213, -8.086], "spin_multiplicity": 2, "total_energy_ev": -17216.9263, "s_squared": 0.7530}

Among the records above, which one has the highest charge? C4H12OS